Version one
{"formula": "C3H10N3O", "method": "ωB97M-V with the def2-TZVPD basis set", "species": ["C", "C", "C", "N", "N", "N", "O", "H", "H", "H", "H", "H", "H", "H", "H", "H", "H"], "positions_angstrom": [[0.949, 0.119, -1.579], [0.237, -0.387, 1.767], [-0.715, 0.092, 0.788], [-0.835, 1.359, 0.739], [-0.030, -0.395, -0.908], [-0.825, -1.186, -1.591], [1.925, 0.849, -0.986], [1.315, -0.263, -2.531], [0.952, 0.324, 1.841], [0.721, -1.339, 1.584], [-0.287, -0.584, 2.765], [-1.572, -0.531, 0.672], [-1.662, 1.888, 0.445], [1.642, 1.611, -0.543], [-0.472, -1.684, -2.362], [-1.343, -1.779, -0.962], [0.001, 1.906, 0.859]], "nbo_charge": [0.3754, -0.6598, 0.2638, -0.7327, -0.2041, -0.6021, -0.6557, 0.1903, 0.2143, 0.2546, 0.2728, 0.2183, 0.4333, 0.4861, 0.3841, 0.3731, 0.3884], "total_charge": 1, "e_homo_ev": -13.385}


Version two
{"formula": "C3H10N3O", "method": "ωB97M-V with the def2-TZVPD basis set", "species": ["C", "C", "C", "N", "N", "N", "O", "H", "H", "H", "H", "H", "H", "H", "H", "H", "H"], "positions_angstrom": [[0.390, 0.853, -0.948], [1.641, -0.429, -2.680], [-1.325, -0.759, 3.325], [1.009, 0.724, -2.095], [-1.337, -0.330, 2.187], [0.247, -0.120, -0.104], [-2.160, 0.580, 1.698], [0.933, -0.868, -3.496], [2.592, -0.121, -3.162], [1.829, -1.084, -1.779], [-0.005, 1.900, -0.817], [-1.854, -0.532, 4.220], [-0.578, -1.484, 3.367], [0.815, 1.594, -2.625], [0.498, -1.050, -0.398], [-0.349, 0.003, 0.803], [-2.347, 1.125, 2.504]], "nbo_charge": [0.3833, -0.4331, -0.1010, -0.5191, -0.1655, -0.7427, -0.5204, 0.2428, 0.2510, 0.2096, 0.2341, 0.1947, 0.2048, 0.4227, 0.4131, 0.4611, 0.4647], "total_charge": 1, "e_homo_ev": -14.126}


Least stable structure among those shown: version one.